[1]
Below is a structure of composition C19H29B3BrF13O12S3 at a distorted geometry, with properties calculated with ωB97M-V/def2-TZVPD.

Element x y z (Å)
C: 0.9029 -6.0821 -1.3662
C: 1.9141 -5.4346 -1.3323
B: 3.0740 -4.5818 -0.8406
O: 4.0859 -5.1311 -0.0626
B: 4.1446 -4.4736 1.1467
Br: 4.1720 -5.4936 2.7660
O: 4.1038 -3.1021 1.1608
B: 3.4775 -2.4663 0.0881
C: 3.2012 -0.9236 0.1781
C: 1.7166 -0.5466 0.3335
C: 0.8870 -0.5953 -0.9478
F: 1.6590 -0.8883 -2.0299
F: 0.3163 0.6200 -1.2138
C: -0.2464 -1.6610 -0.9377
F: -0.6224 -1.9275 -2.2057
F: 0.2381 -2.7990 -0.3905
C: -1.5124 -1.1941 -0.1481
F: -1.1126 -0.3651 0.8508
F: -2.3210 -0.5065 -0.9735
C: -2.3581 -2.2900 0.5707
F: -3.3271 -1.6247 1.2398
F: -1.5826 -2.9223 1.4747
C: -3.0716 -3.3284 -0.3340
F: -2.1711 -3.9190 -1.1478
F: -3.9892 -2.6909 -1.0807
C: -3.7878 -4.4708 0.4419
F: -4.6673 -3.9926 1.3169
F: -2.8997 -5.2302 1.0858
F: -4.4302 -5.2291 -0.4461
O: 3.0987 -3.2080 -1.0181
H: 0.0216 -6.6857 -1.4026
H: 3.7097 -0.5449 1.0677
H: 3.6400 -0.3950 -0.6711
H: 1.6553 0.4859 0.6836
H: 1.2491 -1.1476 1.1137
O: -3.5497 4.7740 1.7146
S: -2.2181 5.0683 1.2710
O: -2.0122 6.0492 0.2532
O: -1.5265 3.6989 0.8706
C: -2.2022 2.8279 -0.0596
C: -2.0417 3.2426 -1.5059
C: -1.1897 5.4257 2.6518
H: -3.2544 2.7483 0.2217
H: -1.7399 1.8582 0.1028
H: -2.5515 4.1797 -1.7248
H: -2.4609 2.4689 -2.1503
H: -0.9870 3.3713 -1.7495
H: -1.3273 4.6558 3.4059
H: -1.5019 6.3964 3.0305
H: -0.1578 5.4646 2.3146
O: 4.7651 2.7652 -3.2268
S: 4.2846 3.3896 -4.4227
O: 3.4278 4.5297 -4.3261
O: 3.6025 2.2827 -5.3341
C: 2.5887 1.4531 -4.7188
C: 1.2619 2.1650 -4.5560
C: 5.6304 3.7637 -5.4903
H: 2.9637 1.0829 -3.7639
H: 2.4884 0.6010 -5.3874
H: 1.3321 2.9824 -3.8400
H: 0.5136 1.4569 -4.1981
H: 0.9311 2.5818 -5.5071
H: 6.2650 2.8867 -5.5777
H: 6.1731 4.5867 -5.0311
H: 5.2342 4.0640 -6.4563
O: -0.8039 0.9489 3.9014
S: -2.1302 0.6161 4.3311
O: -2.4891 0.7927 5.7036
O: -2.4450 -0.8768 3.8836
C: -1.4922 -1.9011 4.2496
C: -1.5837 -2.2951 5.7087
C: -3.3099 1.4121 3.3045
H: -0.4890 -1.5636 3.9839
H: -1.7429 -2.7422 3.6062
H: -1.2771 -1.4805 6.3626
H: -0.9336 -3.1503 5.8954
H: -2.6068 -2.5659 5.9680
H: -3.0292 1.2474 2.2675
H: -3.2802 2.4744 3.5391
H: -4.2964 1.0085 3.5146

Summary:
* ΔE to the lowest compared entry with this formula, charge and spin: 0.0 kJ/mol
* total energy: -6785.9337 a.u.
* molar mass: 904.94 g mol⁻¹

Löwdin population analysis, charges in e, atoms 1 to 4: 0.15 0.08 -0.56 0.24



[2]
Below is a cluster of 14 separate species, C7H40NO13 in total at a distorted geometry, with properties calculated with ωB97M-V/def2-TZVPD.

Element x y z (Å)
C: 1.4107 -0.5463 0.8307
C: 0.1691 -0.8971 0.2802
C: -0.7670 0.1405 -0.1932
C: -3.2282 -0.4989 -0.8527
C: -1.8504 -0.4698 -1.0841
C: -1.3367 -1.0850 -2.3706
C: -0.2982 -0.5845 -3.1188
N: 1.2582 -0.5293 2.3107
H: 2.0181 0.2975 0.5292
H: 2.1232 -1.5174 0.5484
H: 0.5579 -1.5681 -0.5917
H: -0.4327 -1.6770 0.7488
H: -0.4566 1.1157 -0.8558
H: -1.2800 0.7097 0.6635
H: -3.9639 -1.0955 -1.4658
H: -3.5679 0.1621 -0.2830
H: -2.2054 -1.6410 -2.8532
H: 0.6811 -0.0664 -2.8145
H: -0.2595 -0.6866 -4.1951
H: 2.1564 -1.0868 2.8152
H: 0.4607 -0.8384 2.8528
H: 1.1552 0.4113 2.7229
H: 3.1696 0.2533 -2.3677
H: 4.3020 -0.7448 -2.2450
O: 3.5098 -0.3203 -1.6482
H: -1.1917 2.9248 -3.6195
H: -1.0460 1.6879 -2.9002
O: -0.5575 2.3901 -3.0692
H: 2.0715 1.4351 -4.4871
H: 1.0396 1.7127 -3.4347
O: 1.9777 1.3841 -3.4472
H: -1.7672 4.4756 -0.8181
H: -0.5161 3.6752 -1.5282
O: -1.0286 3.8665 -0.7839
H: -0.8007 0.9604 5.0608
H: -1.0082 1.4538 3.7935
O: -0.4477 0.7247 4.1181
H: -2.8168 -3.1930 3.0870
H: -2.7062 -2.0790 1.9759
O: -2.2579 -2.6257 2.5567
H: -3.5842 1.6561 0.6644
H: -2.6103 2.6892 0.3607
O: -3.2253 2.5158 1.0030
H: 4.0683 -2.4816 -1.1125
H: 2.8953 -3.5631 -1.4107
O: 3.5788 -3.3445 -0.7423
H: -0.8251 -3.5083 1.8913
H: 0.1673 -4.0872 0.8101
O: -0.1087 -4.1656 1.6190
H: 2.4328 -2.8772 2.4897
H: 1.1655 -3.9418 2.9672
O: 2.0699 -3.4656 3.0735
H: -2.5240 -0.5140 3.0125
H: -3.0128 0.8759 2.8688
O: -2.6499 0.1264 2.3896
H: 2.8620 3.3993 -2.3360
H: 1.4714 3.4982 -2.1606
O: 2.2472 3.6342 -1.6585
H: 0.8480 3.0173 1.1714
H: 1.2522 2.2359 0.1504
O: 1.2118 2.2704 1.0821

Summary:
* ΔE to the lowest compared entry with this formula, charge and spin: 826.9 kJ/mol
* charge: +1
* total energy: -1323.0757 a.u.
* molar mass: 346.39 g mol⁻¹

Löwdin population analysis, charges in e, atoms 1 to 4: -0.20 -0.24 -0.18 0.11



[3]
Below is a cluster of 7 separate species, C21H56O7 in total at a distorted geometry, with properties calculated with ωB97M-V/def2-TZVPD.

Element x y z (Å)
C: 0.7950 -3.1719 3.0384
C: 0.8917 -3.7171 4.4379
C: 1.0054 -2.6453 5.5200
O: -0.1339 -4.6809 4.6946
H: 1.5548 -2.4250 2.7730
H: -0.0842 -2.5546 2.8037
H: 0.8180 -3.8861 2.2150
H: 1.7818 -4.3353 4.5758
H: 0.5759 -1.6714 5.2706
H: 2.0516 -2.4390 5.7528
H: 0.5405 -2.9971 6.4416
H: -0.9807 -4.2241 4.7747
C: -2.7729 -0.7502 -2.6143
C: -4.1799 -1.1954 -2.9922
C: -4.4123 -1.7199 -4.4071
O: -4.4887 -2.3347 -2.1550
H: -2.7330 -0.6773 -1.5271
H: -2.6019 0.2548 -3.0001
H: -2.0261 -1.4631 -2.9595
H: -4.8462 -0.3565 -2.7636
H: -4.1339 -0.9649 -5.1524
H: -5.4671 -1.9569 -4.5600
H: -3.8505 -2.6316 -4.5996
H: -5.3986 -2.5992 -2.3124
C: 2.7897 5.9470 -4.2721
C: 1.8209 6.6677 -3.3229
C: 1.3438 5.7937 -2.1770
O: 2.4545 7.8525 -2.8772
H: 3.7498 5.7448 -3.7862
H: 3.0313 6.6277 -5.0870
H: 2.4046 4.9862 -4.6222
H: 0.9403 6.9460 -3.9087
H: 0.7391 4.9351 -2.4679
H: 0.8070 6.3749 -1.4236
H: 2.1842 5.3663 -1.6127
H: 3.1019 7.6413 -2.1967
C: 2.4158 -3.7495 -2.7943
C: 3.0854 -3.3823 -1.4667
C: 2.1319 -3.2963 -0.3077
O: 4.0607 -4.4201 -1.1790
H: 1.6258 -3.0283 -3.0323
H: 1.8582 -4.6755 -2.6160
H: 3.0905 -3.8581 -3.6364
H: 3.7239 -2.4947 -1.4874
H: 1.3688 -2.5027 -0.3032
H: 2.7229 -3.0498 0.5775
H: 1.4500 -4.1205 -0.0727
H: 3.5463 -5.2398 -1.1522
C: 3.9097 -0.6882 3.4227
C: 4.8557 -1.1366 2.3343
C: 5.7190 0.0397 1.7966
O: 5.7806 -2.1055 2.8373
H: 3.0525 -0.2145 2.9442
H: 4.3509 0.0438 4.1025
H: 3.6135 -1.5114 4.0722
H: 4.3571 -1.5335 1.4460
H: 6.4193 -0.3457 1.0585
H: 6.1750 0.5568 2.6363
H: 5.0911 0.7424 1.2353
H: 6.0462 -2.7129 2.1442
C: -5.0041 1.6975 -0.2889
C: -6.1474 1.6251 0.6698
C: -6.7774 0.2327 0.8573
O: -5.6516 2.0876 1.9224
H: -5.2784 1.2948 -1.2708
H: -4.1292 1.1304 0.0281
H: -4.7527 2.7254 -0.5536
H: -7.0323 2.1915 0.3481
H: -7.0709 -0.1928 -0.1077
H: -7.7082 0.2565 1.4321
H: -6.1450 -0.4706 1.4040
H: -6.3443 2.3311 2.5400
C: -0.7097 2.5551 -0.3286
C: -0.8337 1.2895 0.5417
C: 0.4760 0.5185 0.6179
O: -1.2478 1.6663 1.8595
H: -1.5713 2.7364 -0.9686
H: 0.2059 2.5129 -0.9281
H: -0.5059 3.4300 0.2929
H: -1.6355 0.6917 0.0971
H: 0.2155 -0.4003 1.1516
H: 1.2826 1.0182 1.1520
H: 0.8471 0.2334 -0.3665
H: -2.2045 1.7821 1.8383

Summary:
* ΔE to the lowest compared entry with this formula, charge and spin: 229.2 kJ/mol
* total energy: -1360.3119 a.u.
* molar mass: 420.67 g mol⁻¹

Löwdin population analysis, charges in e, atoms 1 to 4: -0.07 -0.48 -0.05 -0.05



[4]
Below is the molecule C3H7N3S at a distorted geometry, with properties calculated with ωB97M-V/def2-TZVPD.

Element x y z (Å)
C: -1.3664 0.0314 -0.0403
C: 1.6961 0.6560 -0.7107
C: 1.7263 0.3443 0.7639
H: -2.5236 -1.6688 -0.0048
H: -3.4321 -0.0687 0.1414
H: -0.4736 -1.7737 -0.3570
H: 2.6092 0.4719 -1.2473
H: 0.9817 1.4335 -1.0448
H: 1.0870 0.8683 1.4942
H: 2.6377 -0.0772 1.2582
N: -2.5347 -0.5962 0.0016
N: -0.2932 -0.7879 -0.0963
N: 1.0743 -0.5365 -0.1551
S: -1.1887 1.7038 -0.0031

Summary:
* ΔE to the lowest compared entry with this formula, charge and spin: 256.6 kJ/mol
* total energy: -680.8845 a.u.
* molar mass: 117.18 g mol⁻¹

Löwdin population analysis, charges in e, atoms 1 to 4: -0.92 -0.14 -0.16 0.14